Formula: C30H84O12
Source: OMol25
Level of theory: ωB97M-V with the def2-TZVPD basis set

Structure (XYZ):
```
126
Properties=species:S:1:pos:R:3:forces:R:3:mulliken_charge:R:1
O -2.71720 -0.87352 1.72653 -1.1 0.7 0.0 -0.53
H -1.95845 -0.75148 1.12301 0.1 -0.6 0.4 0.20
H -2.62741 -1.52980 2.42015 0.5 -0.2 -0.3 0.19
O -2.72188 -4.22964 2.05077 -0.4 0.1 -0.8 -0.66
H -3.52460 -4.10159 1.50589 0.5 -0.1 0.6 0.29
H -2.01922 -4.20068 1.37761 -0.1 0.0 0.2 0.35
C -4.77173 3.68607 1.90912 0.1 -0.6 1.3 -1.55
C -4.25330 2.64563 0.94895 -0.4 1.0 -2.0 0.86
C -2.70077 2.63142 0.91176 -1.7 -1.1 -0.3 -0.14
O -4.86860 1.41936 1.34067 1.2 -0.2 -0.1 -0.58
H -5.83712 3.73111 1.85823 -0.9 -0.1 -0.1 0.38
H -4.44163 4.71446 1.86981 0.6 0.1 -0.4 0.36
H -4.53585 3.25767 2.90418 -0.1 0.5 -0.2 0.34
H -4.63928 2.87860 -0.10715 0.6 -0.2 1.3 -0.16
H -2.39378 2.66197 1.94181 0.7 0.4 0.3 0.52
H -2.36116 3.42367 0.25328 0.3 0.3 0.4 0.04
H -2.38134 1.67884 0.47915 0.2 0.1 0.1 -0.42
H -4.14569 0.76489 1.36355 -0.5 -0.2 0.2 0.28
C 2.75266 -0.44163 -3.60122 -0.4 -1.0 -1.5 -1.21
C 3.35848 -1.10445 -2.39459 -0.6 0.9 0.3 2.45
C 3.79944 -2.48464 -2.66043 0.7 -2.8 0.3 -1.24
O 4.40432 -0.35181 -1.80485 0.6 0.6 0.0 -0.44
H 2.15006 0.42669 -3.38192 -0.2 0.2 0.2 0.21
H 2.11173 -1.22587 -4.09728 0.3 0.9 0.4 0.27
H 3.48204 -0.15710 -4.37502 0.1 -0.1 0.3 0.50
H 2.57806 -1.07186 -1.64555 -0.1 -0.4 0.3 -1.26
H 4.62329 -2.57799 -3.38379 -0.3 0.3 0.0 0.31
H 3.00308 -3.18988 -2.97436 0.1 0.7 -0.2 0.20
H 4.18587 -3.00920 -1.75955 -0.1 0.7 -0.3 0.12
H 4.85889 0.12782 -2.50913 0.1 -0.1 0.2 0.27
C -1.95033 0.16874 -4.05456 -0.7 1.9 -1.9 -0.75
C -3.07630 1.12537 -3.60739 0.8 0.9 -0.1 0.38
C -3.06636 1.67429 -2.17456 -1.2 0.7 -0.4 0.03
O -3.19780 2.31785 -4.47035 0.4 -1.3 0.3 -0.62
H -2.16415 -0.09445 -5.11233 0.1 0.1 0.4 0.30
H -1.90699 -0.74764 -3.54027 0.1 -0.9 1.1 -0.27
H -0.99978 0.70149 -4.07172 0.3 -0.2 0.3 0.54
H -4.00279 0.63195 -3.80770 -0.7 -0.5 0.2 0.11
H -4.06081 2.17793 -2.14553 0.8 -0.1 0.3 0.24
H -2.31124 2.45816 -1.99843 -0.1 -0.4 -0.3 -0.16
H -3.05466 0.99394 -1.33041 0.2 -0.6 -0.3 0.05
H -2.30794 2.61806 -4.67892 0.1 0.1 0.0 0.38
C 0.21044 -5.46681 -1.20753 -1.9 -0.1 -0.5 -1.58
C -0.16669 -3.96701 -1.32369 1.0 -0.2 -1.0 0.93
C -0.28817 -3.38653 -2.75260 -1.4 -2.1 -0.6 -0.64
O -1.26017 -3.66541 -0.54218 -0.9 0.9 1.5 -0.42
H 1.18339 -5.65474 -1.62903 0.5 -0.1 0.0 0.42
H -0.53762 -6.02274 -1.84584 0.7 0.3 0.7 0.35
H 0.12549 -5.85363 -0.15488 0.2 0.6 -1.0 0.28
H 0.65487 -3.38697 -0.92676 0.4 0.1 0.5 -0.06
H 0.48559 -3.88476 -3.28158 1.4 0.3 -0.7 0.63
H -0.27213 -2.31556 -2.80513 0.4 0.5 0.1 -0.32
H -1.14501 -3.72780 -3.41204 0.3 0.2 1.3 0.18
H -2.07831 -3.81704 -1.02514 -0.4 -0.5 -0.3 0.11
C 1.32124 3.89728 -1.48047 0.0 0.5 0.9 -0.41
C 0.21719 4.96894 -1.31935 1.1 0.5 -1.4 1.01
C 0.43665 6.05091 -0.23995 -1.3 0.1 0.3 -1.37
O 0.18419 5.61777 -2.62990 0.6 0.3 0.5 -0.61
H 1.45446 3.30875 -0.57374 -0.1 -0.1 -0.1 -0.37
H 2.30087 4.34004 -1.66935 0.0 0.4 0.0 0.53
H 1.12399 3.26521 -2.34747 -0.3 0.0 0.2 0.32
H -0.73803 4.46412 -1.23350 -0.3 0.1 0.2 -0.37
H 0.49516 5.61682 0.76751 0.5 -0.1 -0.2 0.24
H -0.43146 6.77318 -0.12425 0.8 -0.9 -0.7 0.35
H 1.31090 6.65693 -0.49056 0.1 -0.2 0.2 0.35
H 1.10557 5.94107 -2.76834 -1.1 -0.3 0.0 0.40
C -3.99974 -2.76760 -3.95321 -1.5 -0.6 -0.4 -1.46
C -3.67800 -2.88501 -2.47889 0.5 0.4 0.0 2.58
C -4.58329 -2.20263 -1.51148 -0.9 -0.2 1.0 -1.29
O -3.43496 -4.24857 -2.10530 -0.1 -0.1 0.0 -0.57
H -4.03814 -1.74836 -4.31591 -0.1 0.4 0.3 0.20
H -4.98254 -3.24998 -4.24446 1.0 0.4 0.5 0.37
H -3.23313 -3.23784 -4.54172 0.4 -0.4 -0.2 0.36
H -2.75068 -2.34144 -2.30922 0.6 -0.4 -0.2 -1.35
H -4.22008 -2.22951 -0.45512 0.2 0.3 -0.9 0.18
H -5.54949 -2.68745 -1.44689 -0.5 -0.1 -0.3 0.46
H -4.74943 -1.18352 -1.83961 0.0 0.3 0.2 0.26
H -4.28325 -4.71200 -2.01594 0.3 0.2 0.0 0.36
C 2.05463 2.92622 3.91573 -0.5 -1.0 2.1 -1.43
C 2.59514 1.96785 2.92127 0.1 -0.3 -0.9 2.71
C 3.31423 2.80294 1.89218 1.1 0.0 -1.4 -1.35
O 3.55424 1.13953 3.55842 -0.1 -0.2 0.4 -0.68
H 1.76344 2.34446 4.84384 0.3 0.9 -0.8 0.14
H 1.17912 3.41432 3.54949 -0.7 0.3 -0.3 0.26
H 2.78532 3.69017 4.15827 0.2 0.0 0.2 0.52
H 1.77840 1.34522 2.48702 0.5 0.4 0.2 -1.41
H 2.75544 3.68403 1.50225 0.2 -0.8 0.1 0.20
H 3.77666 2.19985 1.05146 -0.8 0.6 0.7 0.20
H 4.17151 3.17813 2.45694 0.1 0.3 -0.2 0.51
H 4.04901 0.66126 2.87828 -0.1 0.0 -0.2 0.32
C -0.71594 0.88969 4.05268 0.1 -0.6 -0.2 0.50
C -1.26226 0.45764 5.43488 1.0 0.6 -0.9 -0.13
C -0.78059 -0.92266 5.82213 -0.3 -1.1 1.2 -1.35
O -0.98044 1.45156 6.41857 0.7 -0.3 0.4 -0.58
H -1.26891 0.34313 3.27556 0.0 0.3 0.1 -0.38
H 0.35804 0.68557 3.86019 -0.5 -0.1 0.7 -0.09
H -0.83469 1.95385 3.89337 -0.3 0.3 0.0 0.28
H -2.33618 0.48023 5.41934 -0.6 -0.2 -0.3 0.45
H 0.27658 -0.96846 6.17806 -0.6 0.2 -0.6 0.29
H -0.99542 -1.73776 5.11356 0.5 0.7 -0.5 0.30
H -1.39654 -1.30146 6.64790 0.2 0.4 0.4 0.42
H -0.04270 1.37516 6.66138 -0.4 0.1 -0.1 0.35
C 4.97421 -2.82679 1.26554 -1.6 -0.6 -0.3 -1.14
C 5.42854 -1.44623 1.70289 0.6 -0.8 0.6 0.71
C 6.87605 -1.34380 1.26509 -0.3 0.9 -0.9 -1.48
O 4.56741 -0.41414 1.28845 -0.3 0.4 0.4 -0.15
H 4.83571 -2.92725 0.16732 0.9 0.1 0.5 -0.07
H 3.96007 -3.05486 1.59900 -0.2 0.3 0.4 0.31
H 5.56433 -3.63089 1.71863 0.3 0.2 -0.5 0.50
H 5.40677 -1.41622 2.80008 -0.2 0.1 -0.1 0.29
H 6.88137 -1.52305 0.19227 0.2 -0.3 -0.3 0.31
H 7.42474 -2.11620 1.76438 0.5 -0.3 0.2 0.47
H 7.36443 -0.37681 1.37616 -0.2 0.1 0.5 0.34
H 4.67714 -0.16714 0.36896 0.2 -0.2 -0.6 -0.04
C 0.64793 0.93669 -0.37206 0.2 -0.7 0.2 -1.43
C 0.33668 -0.55010 -0.17227 0.6 0.7 0.6 1.17
C 0.87137 -1.06153 1.20474 -0.3 0.5 -1.0 -0.44
O -1.05919 -0.74641 -0.31575 -0.1 -2.1 -0.1 0.42
H 0.08787 1.56247 0.31599 -0.7 0.0 -0.1 0.59
H 0.51667 1.25571 -1.42448 0.1 -0.1 0.7 -0.17
H 1.65434 1.10565 0.00254 0.5 0.0 -0.6 0.50
H 0.76801 -1.10103 -0.99577 0.6 -0.2 -0.2 -0.71
H 0.61899 -2.10963 1.39884 -0.2 0.2 0.0 0.39
H 0.43505 -0.39587 1.95982 0.2 -0.4 0.1 -0.53
H 1.96375 -0.98682 1.23017 -0.1 0.1 0.1 0.10
H -1.09974 -1.75708 -0.39729 -0.7 1.5 0.2 -0.20
```
Positions in Å, forces in eV/Å.

Total charge: 0
2S+1: 1
Maximum force, Eh/bohr: 0.057
M, g mol⁻¹: 637.0
Electronic energy, hartree: -2096.21288